[1]
Entry from the OMol25 dataset: a 2-piece molecular cluster, C6H13NO3S overall in a non-equilibrium geometry (ωB97M-V/def2-TZVPD).

## Properties
electronic energy	-24896.7580	eV
HOMO level	-9.4	eV
multiplicity	1
lowest unoccupied orbital energy	0.5	eV
SMILES	[H]/N=C(/CC)S(=O)(=O)O.C=CC

Each line ends with the natural charge from an NBO analysis.
Positions of all 24 atoms, in Å:
C -1.63 2.26 0.17  -0.661
C -0.92 1.28 -0.74  -0.163
C 1.77 -2.19 -0.65  -0.638
C -1.04 -0.02 -0.58  -0.454
C 1.05 -1.87 0.66  -0.486
C 0.90 -0.34 0.90  0.172
N 0.30 0.28 1.83  -0.620
O 1.82 0.86 -1.60  -0.936
O 1.42 2.19 0.38  -0.910
O 3.37 0.70 0.26  -0.920
S 2.00 0.75 -0.17  2.219
H -2.58 2.55 -0.18  0.231
H -1.70 1.79 1.13  0.216
H -0.29 1.47 -1.70  0.242
H 1.39 -1.77 -1.51  0.227
H 2.81 -1.65 -0.60  0.224
H 1.97 -3.30 -0.78  0.236
H -0.77 -0.75 -1.29  0.208
H -1.75 -0.35 0.13  0.188
H -0.09 -2.27 0.70  0.253
H 1.71 -2.01 1.55  0.259
H 0.31 1.26 1.88  0.392
H 1.79 2.86 -0.13  0.503
H -1.13 3.29 0.32  0.217

[2]
Entry from the OMol25 dataset: a 14-piece molecular cluster, C21H36Cl27P overall in a non-equilibrium geometry (ωB97M-V/def2-TZVPD).

## Properties
electronic energy	-369750.6769	eV
HOMO level	-8.2	eV
multiplicity	1
lowest unoccupied orbital energy	0.3	eV

Each line ends with the Mulliken charge.
Positions of all 85 atoms, in Å:
Cl -0.51 1.00 4.40  -0.338
P -1.89 1.38 2.82  0.518
C -1.33 2.96 1.88  -0.691
C -1.23 2.74 0.29  -0.108
C 0.18 2.22 -0.23  0.308
C 1.32 3.22 -0.65  -0.537
C 2.69 2.79 -1.20  -0.423
C 3.02 1.27 -1.37  0.396
C 1.94 0.23 -0.95  -0.246
C 0.56 0.70 -0.39  -0.167
H -3.17 1.66 3.45  -0.179
H -0.38 3.36 2.36  0.403
H -2.18 3.72 2.05  0.314
H -1.50 3.69 -0.31  0.432
H -2.01 1.95 0.00  -0.315
H 1.10 4.34 -0.54  0.249
H 3.49 3.55 -1.53  0.268
H 4.02 0.91 -1.81  -0.447
H 2.15 -0.89 -1.05  0.038
H -0.19 -0.12 -0.13  0.578
C -4.42 1.09 -2.40  -0.290
Cl -4.38 0.94 -0.64  -0.019
Cl -2.85 0.73 -3.11  -0.133
H -5.16 0.39 -2.80  0.355
H -4.71 2.10 -2.67  0.104
C -6.00 4.34 0.12  0.004
Cl -6.13 3.92 -1.59  -0.152
Cl -5.57 6.04 0.32  -0.162
H -6.95 4.15 0.60  0.318
H -5.22 3.72 0.58  -0.004
C 1.32 -3.32 1.26  -0.569
Cl 1.57 -3.47 -0.48  -0.089
Cl 1.19 -1.62 1.74  -0.116
H 0.39 -3.83 1.53  0.342
H 2.16 -3.77 1.78  0.344
C 0.82 -4.07 -4.10  -0.448
Cl 2.29 -4.39 -3.18  -0.048
Cl 0.23 -2.42 -3.82  -0.053
H 1.03 -4.19 -5.16  0.315
H 0.05 -4.78 -3.79  0.287
C -4.22 2.06 6.33  -0.182
Cl -4.95 1.59 7.87  -0.176
Cl -5.23 1.57 4.96  -0.148
H -4.10 3.15 6.32  0.300
H -3.24 1.59 6.24  0.197
C 4.84 -7.43 -2.89  -0.272
Cl 3.42 -7.43 -3.95  -0.150
Cl 4.70 -6.20 -1.63  -0.130
H 4.93 -8.41 -2.42  0.276
H 5.72 -7.23 -3.49  0.271
C 1.36 -0.06 -6.39  0.334
Cl 1.95 0.36 -4.77  -0.042
Cl 2.27 0.79 -7.64  -0.181
H 1.46 -1.13 -6.54  0.256
H 0.31 0.22 -6.46  -0.332
C -3.57 0.36 -6.90  -0.266
Cl -1.81 0.21 -6.99  -0.176
Cl -4.05 2.04 -6.60  -0.149
H -4.00 0.03 -7.84  0.342
H -3.94 -0.25 -6.08  0.206
C 7.14 1.55 -2.41  -0.086
Cl 6.81 2.64 -1.06  -0.172
Cl 5.93 0.27 -2.50  -0.165
H 7.12 2.12 -3.34  0.332
H 8.12 1.10 -2.27  0.064
C -2.13 3.92 9.64  -0.209
Cl -1.90 3.78 7.89  -0.115
Cl -2.25 5.61 10.14  -0.159
H -3.05 3.40 9.91  0.206
H -1.28 3.45 10.14  0.289
C -5.59 -2.07 1.52  -0.331
Cl -5.46 -0.65 2.57  -0.053
Cl -5.55 -3.57 2.46  -0.165
H -6.53 -2.01 0.98  0.318
H -4.76 -2.06 0.82  0.218
C 8.26 -1.62 -0.46  -0.116
Cl 8.67 -3.32 -0.18  -0.164
Cl 9.11 -0.99 -1.88  -0.190
H 7.19 -1.54 -0.63  0.166
H 8.55 -1.04 0.41  0.295
C 0.89 -3.30 5.20  -0.020
Cl -0.67 -3.52 6.00  -0.157
Cl 1.16 -4.54 3.97  -0.146
H 0.91 -2.32 4.72  0.050
H 1.69 -3.35 5.94  0.295

[3]
Entry from the OMol25 dataset: a 14-piece molecular cluster, H29O14 overall in a non-equilibrium geometry (ωB97M-V/def2-TZVPD).

## Properties
electronic energy	-29129.3080	eV
HOMO level	-14.1	eV
multiplicity	1
total charge	+1
lowest unoccupied orbital energy	-2.8	eV

Each line ends with the natural charge from an NBO analysis.
Positions of all 43 atoms, in Å:
O 2.15 -1.82 -2.54  -0.953
H 4.04 2.60 -0.30  0.503
O -3.57 2.29 -0.94  -0.976
H 0.35 2.48 1.48  0.514
H -3.05 1.46 -0.88  0.518
O 0.36 -1.38 2.13  -0.987
H 1.02 -0.09 0.96  0.497
H -0.05 -2.00 1.52  0.477
O -0.36 2.47 0.83  -0.960
H -2.10 3.02 -1.44  0.573
H -0.24 1.61 0.40  0.506
O -2.59 -0.30 -0.50  -1.007
H -2.66 -1.20 -0.84  0.478
H -2.83 -0.55 0.44  0.508
O -1.10 1.17 -2.07  -0.970
H 1.70 -3.88 2.11  0.555
H 2.01 0.00 -0.20  0.482
O 1.02 -3.86 2.79  -1.050
H 0.97 -3.81 3.73  0.515
H -3.96 2.52 -0.11  0.494
O 3.60 3.26 0.22  -1.006
H 3.80 3.53 1.11  0.506
H 1.64 3.43 -1.26  0.498
O -1.53 3.74 -1.02  -0.809
H 1.51 -2.50 -2.79  0.480
H 1.86 -0.99 -2.93  0.475
O -2.41 -1.25 1.81  -0.973
H 1.69 -2.68 0.05  0.473
H 0.74 -2.01 2.78  0.513
O 1.61 0.53 0.49  -0.988
H 0.79 2.30 -1.45  0.476
H -0.81 3.31 -0.47  0.553
O -0.66 -4.32 0.44  -0.954
H -1.01 4.24 -1.67  0.545
H -1.21 -5.04 0.12  0.481
O 2.41 -3.22 0.25  -0.964
H -1.00 -4.16 1.32  0.474
H 2.92 -3.47 -0.52  0.498
O 1.04 3.09 -1.95  -0.972
H -3.16 -1.58 2.32  0.490
H -0.83 1.42 -2.96  0.484
H -1.63 -1.44 2.35  0.509
H -1.04 0.22 -2.12  0.495

[4]
Entry from the OMol25 dataset: one molecule with the formula C5H14NOP (ωB97M-V/def2-TZVPD).

## Properties
electronic energy	-18237.3907	eV
HOMO level	-8.4	eV
multiplicity	1
lowest unoccupied orbital energy	0.9	eV
SMILES	CNCPCCCO

Each line ends with the natural charge from an NBO analysis.
Positions of all 22 atoms, in Å:
C 2.38 1.39 0.64  -0.410
N 2.53 0.04 0.10  -0.636
C 1.73 -0.25 -1.07  -0.507
P 0.40 -1.54 -0.89  0.520
C -0.48 -0.93 0.63  -0.690
C -1.38 0.27 0.33  -0.437
C -2.59 -0.06 -0.55  -0.067
O -3.75 -0.08 0.28  -0.731
H 1.39 1.61 1.06  0.162
H 2.58 2.11 -0.16  0.193
H 3.13 1.55 1.41  0.203
H 2.37 -0.64 0.83  0.355
H 2.35 -0.59 -1.91  0.211
H 1.23 0.66 -1.42  0.204
H 1.24 -2.48 -0.22  -0.049
H 0.23 -0.66 1.41  0.214
H -1.08 -1.76 1.01  0.231
H -1.79 0.66 1.27  0.233
H -0.80 1.08 -0.11  0.201
H -2.46 -1.05 -1.01  0.166
H -2.70 0.66 -1.36  0.164
H -4.54 -0.01 -0.28  0.470